A gas-phase ion, C3H8N2 (charge +1). Source: the OMol25 dataset; level of theory: the ωB97M-V functional and the def2-TZVPD basis.

Calculated values
Molar mass   72.11 u
LUMO (alpha / beta)   -3.93 / -8.21 eV
Expectation value of S²   0.78
HOMO (alpha / beta)   -0.6039 / -0.6084 Ha

Geometry as ORCA input:
```
! wB97M-V def2-TZVPD RIJCOSX def2/J DEFGRID3
* xyz 1 2
C 0.75 -1.81 0.27
C 0.82 -0.23 0.28
N -0.44 0.26 -0.14
C -0.74 1.61 -0.44
N -1.99 1.79 -0.39
H 1.47 -2.20 1.02
H 1.10 -2.14 -0.77
H -0.26 -2.20 0.47
H 0.96 0.10 1.23
H 1.73 0.13 -0.37
H -1.26 -0.32 -0.01
H 0.19 2.23 -0.55
H -2.32 2.78 -0.60
*
```